[1]
Below is C3H4ClNS as an isolated structure at a distorted geometry, with properties calculated with the ωB97M-V functional and the def2-TZVPD basis.

Summary:
* LUMO level: -1.26 eV
* energy: -28021.015 eV
* E_HOMO: -9.17 eV
* Kohn-Sham gap: 7.9 eV
* ΔE to the lowest compared entry with this formula, charge and spin: 48.14 kcal/mol

ORCA input file:
```
! RIJCOSX wB97M-V def2-TZVPD def2/J DEFGRID3
* xyz 0 1
C -1.3179 -0.2806 0.0388
C -0.0719 0.5745 -0.0277
C 1.1898 -0.2537 -0.0106
N -1.4942 -1.5133 0.0473
S 0.7683 -2.0158 0.0737
Cl -2.6701 0.7278 -0.0392
H -0.0315 1.1096 -0.9839
H 0.0635 1.4175 0.7525
H 1.8504 0.2080 -0.7865
H 1.7136 0.0259 0.9355
*
```

Calculated atomic charges, method Mulliken, unit e: atom 1 (C): 0.760, atom 2 (C): -0.700, atom 3 (C): -0.500, atom 4 (N): -0.528, atom 5 (S): -0.081, atom 6 (Cl): -0.169, atom 7 (H): 0.287, atom 8 (H): 0.312, atom 9 (H): 0.333, atom 10 (H): 0.287

---

[2]
Below is C3H4CoO4 as an isolated structure at a distorted geometry, with properties calculated with the ωB97M-V functional and the def2-TZVPD basis.

Summary:
* LUMO level (alpha / beta): 2.34 / 1.15 eV
* energy: -48989.314 eV
* E_HOMO (alpha / beta): -2.37 / -2.37 eV
* expectation value of S²: 6.004
* Kohn-Sham gap (alpha / beta): 4.7 / 3.5 eV
* ΔE to the lowest compared entry with this formula, charge and spin: 44.56 kcal/mol

ORCA input file:
```
! RIJCOSX wB97M-V def2-TZVPD def2/J DEFGRID3
* xyz -1 5
O -1.2053 -1.9334 2.4865
C -0.4436 -1.0751 1.9531
C -0.3811 0.5405 -0.7548
O 0.1808 -0.1473 2.4074
O -0.2952 -1.4540 0.5880
C 0.1744 -0.6158 -0.4101
H 0.1251 1.1528 -1.5112
H -1.3683 0.8308 -0.3940
H 1.1122 -0.9902 -0.8231
Co -1.1504 -3.2679 1.0162
O 1.3489 3.2305 -1.9759
H 1.9025 3.7292 -2.5820
*
```

Calculated atomic charges, method Mulliken, unit e: atom 1 (O): -0.639, atom 2 (C): 0.949, atom 3 (C): -0.483, atom 4 (O): -0.490, atom 5 (O): -0.403, atom 6 (C): -0.028, atom 7 (H): 0.203, atom 8 (H): 0.224, atom 9 (H): 0.337, atom 10 (Co): 0.311, atom 11 (O): -1.104, atom 12 (H): 0.124

---

[3]
Below is C3H4CsO3 as an isolated structure at a distorted geometry, with properties calculated with the ωB97M-V functional and the def2-TZVPD basis.

Summary:
* LUMO level (alpha / beta): 1.41 / 1.41 eV
* energy: -9858.965 eV
* E_HOMO (alpha / beta): -3.48 / -3.04 eV
* Kohn-Sham gap (alpha / beta): 4.9 / 4.4 eV
* ΔE to the lowest compared entry with this formula, charge and spin: 155.37 kcal/mol

ORCA input file:
```
! RIJCOSX wB97M-V def2-TZVPD def2/J DEFGRID3
* xyz -1 1
C -0.1634 0.3666 -0.5702
O 0.1628 -1.9036 0.0634
C 0.4825 -2.1533 -1.2906
C -0.0994 -0.5973 0.4348
O 0.7517 -1.1278 -1.9738
O 0.1204 -3.2574 -1.6874
H -1.1088 0.3805 -1.1269
H -0.8019 -0.4988 1.2680
H 1.0511 0.3413 -0.0877
Cs -0.8017 3.8745 1.1578
H 0.4066 4.5754 3.8125
*
```

Calculated atomic charges, method Mulliken, unit e: atom 1 (C): -0.725, atom 2 (O): -0.302, atom 3 (C): 0.653, atom 4 (C): -0.121, atom 5 (O): -0.621, atom 6 (O): -0.658, atom 7 (H): 0.269, atom 8 (H): 0.285, atom 9 (H): 0.261, atom 10 (Cs): 0.409, atom 11 (H): -0.451

---

[4]
Below is C3H4CuO2 as an isolated structure at a distorted geometry, with properties calculated with the ωB97M-V functional and the def2-TZVPD basis.

Summary:
* LUMO level: -5.43 eV
* energy: -51897.999 eV
* E_HOMO: -13.26 eV
* Kohn-Sham gap: 7.8 eV
* ΔE to the lowest compared entry with this formula, charge and spin: 82.56 kcal/mol

ORCA input file:
```
! RIJCOSX wB97M-V def2-TZVPD def2/J DEFGRID3
* xyz 1 1
H -2.5183 1.1116 0.5495
O -1.5861 0.3040 0.0376
C -2.5946 -0.4414 -0.3738
C -3.7472 0.2530 0.0652
O 4.5223 -0.0343 0.1452
C 3.4038 0.0206 0.2215
Cu 0.6933 0.0097 0.3442
H -2.4753 -1.5042 -0.1243
H -4.4872 -0.4034 0.5351
H -4.1922 0.9133 -0.6883
*
```

Calculated atomic charges, method Mulliken, unit e: atom 1 (H): 0.409, atom 2 (O): -0.417, atom 3 (C): 0.404, atom 4 (C): -1.044, atom 5 (O): -0.075, atom 6 (C): 0.259, atom 7 (Cu): 0.613, atom 8 (H): 0.252, atom 9 (H): 0.272, atom 10 (H): 0.327

---

Among the records above, which one has the lowest energy? C3H4CuO2

---

Which formula does entry 2 have? C3H4CoO4

---

ΔE to the lowest compared entry with this formula, charge and spin of number 3 (C3H4CsO3)? 155.37 kcal/mol